## w
Entry from OMol25: 2 unconnected molecules or ions with the total composition C4H7NO3 (wB97M-V/def2-TZVPD).

Element x y z (Å)
1 C -1.81 -2.52 -0.34
2 N -0.94 -3.31 0.21
3 C -0.43 1.12 0.38
4 C 0.59 2.08 0.44
5 C 1.91 1.81 -0.14
6 O 2.15 0.55 -0.51
7 O 2.76 2.67 -0.22
8 O -1.79 -1.26 -0.20
9 H -2.64 -2.94 -0.95
10 H -1.25 -4.28 0.12
11 H -1.36 1.53 0.77
12 H -0.59 0.65 -0.61
13 H -0.20 0.23 1.01
14 H 0.50 3.10 0.81
15 H 3.09 0.57 -0.77

As for the HOMO-LUMO gap: 3.48 eV. Its net charge is 0.

## x
Entry from OMol25: 2 unconnected molecules or ions with the total composition C4H7NO3 (wB97M-V/def2-TZVPD).

Element x y z (Å)
1 C 0.27 -0.92 -0.25
2 C 2.02 0.37 0.91
3 C 1.10 0.24 -0.36
4 C -1.99 -0.51 -0.97
5 N -2.28 0.45 0.00
6 O 0.42 -2.07 0.00
7 O -2.96 0.13 1.00
8 O -1.89 1.60 -0.11
9 H 2.58 -0.59 1.07
10 H 1.35 0.59 1.76
11 H 2.72 1.27 0.76
12 H 0.47 1.11 -0.33
13 H 1.84 0.13 -1.14
14 H -1.37 -0.31 -1.72
15 H -2.27 -1.48 -0.62

As for the HOMO-LUMO gap (alpha / beta): 7.89 / 7.91 eV. Its net charge is 0.

Which of them is the least stable? Correct choice: x.